(1)
ORCA calculation (the ωB97M-V functional and the def2-TZVPD basis) on a single C6H11NO molecule at a distorted geometry.

Each atom is followed by the atoms it is bonded to, with distances in Å.
CARTESIAN COORDINATES (ANGSTROEM)
1 C -1.54262 0.01197 0.16113  C2 1.508, C5 1.538, H10 1.094, H11 1.095
2 C -0.71765 1.04788 -0.55969  C1 1.508, C6 1.571, H12 1.096, H13 1.095
3 C -0.25276 -2.01164 -0.85908  C5 1.507, H14 1.091, H15 1.091, H16 1.094
4 C 1.24329 0.94635 1.26372  C6 1.505, H17 1.093, H18 1.094, H19 1.091
5 C -0.71424 -1.26780 0.36747  C1 1.538, C3 1.507, O8 1.231
6 C 0.80489 1.05145 -0.17238  C2 1.571, C4 1.505, N7 1.291
7 N 1.65139 1.32586 -1.10813  C6 1.291, H9 1.027
8 O -0.65487 -1.77812 1.48606  C5 1.231
9 H 2.59266 1.47915 -0.72824  N7 1.027
10 H -2.45081 -0.23512 -0.39636  C1 1.094
11 H -1.82166 0.38061 1.15408  C1 1.095
12 H -0.76007 0.87401 -1.64080  C2 1.096
13 H -1.09224 2.05579 -0.35517  C2 1.095
14 H -1.11183 -2.43991 -1.37824  C3 1.091
15 H 0.29662 -1.35372 -1.53341  C3 1.091
16 H 0.42901 -2.80884 -0.54918  C3 1.094
17 H 2.05968 1.64565 1.46238  C4 1.093
18 H 1.62424 -0.06428 1.43690  C4 1.094
19 H 0.41695 1.14070 1.94896  C4 1.091

Its SMILES is [H]/N=C(\C)CCC(C)=O. The energy relative to the best compared isomer or geometry (same formula, charge and spin) is 95.3 kJ/mol. The value obtained for the strongest force on any atom is 2.7 eV/A. As for the electronic energy: -9937.46714 eV. The calculation puts the gap between HOMO and LUMO at 10.378 eV.

***

(2)
ORCA calculation (the ωB97M-V functional and the def2-TZVPD basis) on a single C6H11NO molecule at a distorted geometry.

Each atom is followed by the atoms it is bonded to, with distances in Å.
CARTESIAN COORDINATES (ANGSTROEM)
1 C 1.58006 -1.07713 -0.33010  C2 1.637, C6 1.558, H7 1.089, H8 1.101
2 C 1.86750 0.53476 -0.31416  C1 1.637, C3 1.637, H9 1.085, H10 1.116
3 C 0.50153 1.07200 0.41014  C2 1.637, C4 1.634, H11 1.060, N18 1.434
4 C -0.86024 1.25272 -0.47434  C3 1.634, H12 1.121, H13 1.125, O19 1.414
5 C -1.46725 -1.15769 -0.05565  C6 1.553, H14 1.092, H15 1.064, O19 1.455
6 C 0.06839 -0.93931 0.02205  C1 1.558, C5 1.553, H16 1.092, N18 1.474
7 H 2.31862 -1.56648 0.30379  C1 1.089
8 H 1.78179 -1.45169 -1.34552  C1 1.101
9 H 1.90765 0.87010 -1.34534  C2 1.085
10 H 2.79935 0.83082 0.22351  C2 1.116
11 H 0.64449 1.86812 1.09476  C3 1.060
12 H -1.32322 2.25128 -0.26440  C4 1.121
13 H -0.64612 1.25158 -1.57886  C4 1.125
14 H -1.83704 -1.71792 -0.91663  C5 1.092
15 H -2.00100 -1.49156 0.80237  C5 1.064
16 H -0.04131 -0.35056 -0.89088  C6 1.092
17 H -0.66908 0.00412 1.66107  N18 0.992
18 N 0.21110 -0.08119 1.21215  C3 1.434, C6 1.474, H17 0.992
19 O -1.81897 0.24481 -0.22207  C4 1.414, C5 1.455

Its SMILES is C1C[C@H]2COC[C@H]1N2. The energy relative to the best compared isomer or geometry (same formula, charge and spin) is 493.0 kJ/mol. The value obtained for the strongest force on any atom is 1.9 eV/A. As for the electronic energy: -9933.34440 eV. The calculation puts the gap between HOMO and LUMO at 10.167 eV.

***

(3)
ORCA calculation (the ωB97M-V functional and the def2-TZVPD basis) on a single C6H11NO molecule.

Each atom is followed by the atoms it is bonded to, with distances in Å.
CARTESIAN COORDINATES (ANGSTROEM)
1 C 0.66408 -0.60927 -0.17624  C3 1.787, C4 1.428, N5 1.438, H10 1.085
2 C 0.60135 1.24102 1.54414  C4 1.493, H13 1.092, H14 1.096, H15 1.089
3 C -0.34501 0.26478 -1.36423  C1 1.787, C6 1.341, O8 1.257
4 C 0.06432 -0.03556 0.98554  C1 1.428, C2 1.493, C7 1.421
5 N 0.51916 -2.01967 -0.41596  C1 1.438, H11 1.014, H12 1.013
6 C 0.37331 1.01966 -2.20771  C3 1.341, H16 1.081, H17 1.078
7 C -1.23388 -0.49424 1.33650  C4 1.421, H9 1.236, H18 1.085, H19 1.089
8 O -1.56434 -0.02252 -1.25828  C3 1.257
9 H -1.71707 -0.28813 0.21726  C7 1.236
10 H 1.68282 -0.28519 -0.36197  C1 1.085
11 H -0.45781 -2.27598 -0.50440  N5 1.014
12 H 0.96456 -2.26218 -1.29306  N5 1.013
13 H -0.19067 1.97815 1.69106  C2 1.092
14 H 1.03786 1.03531 2.52768  C2 1.096
15 H 1.37290 1.67679 0.91145  C2 1.089
16 H -0.10015 1.43856 -3.08459  C6 1.081
17 H 1.43584 1.15335 -2.08509  C6 1.078
18 H -1.75389 0.05839 2.11270  C7 1.085
19 H -1.35338 -1.57327 1.42519  C7 1.089

The energy relative to the best compared isomer or geometry (same formula, charge and spin) is 310.9 kJ/mol. The value obtained for the strongest force on any atom is 0.9 eV/A. As for the electronic energy: -9935.23248 eV. The calculation puts the gap between HOMO and LUMO at 8.077 eV.

***

(4)
ORCA calculation (the ωB97M-V functional and the def2-TZVPD basis) on 2 unconnected molecules or ions with the total composition C6H11NO at a distorted geometry.

Each atom is followed by the atoms it is bonded to, with distances in Å.
CARTESIAN COORDINATES (ANGSTROEM)
1 C 0.31886 -0.92223 -2.80173  C2 1.456, H8 1.093, H9 1.088, H10 1.096
2 C -0.44227 -0.95514 -1.56145  C1 1.456, C3 1.432, C6 1.443
3 C -1.57275 -1.80971 -1.35662  C2 1.432, N4 1.382, H11 1.026
4 N -2.09129 -1.43548 -0.13182  C3 1.382, C5 1.394, H12 0.957
5 C -1.23806 -0.51684 0.47695  N4 1.394, C6 1.425, H13 1.124
6 C -0.20424 -0.11030 -0.41562  C2 1.443, C5 1.425, C7 1.562
7 C 1.11419 0.72638 -0.40666  C6 1.562, H14 1.038, H15 1.163, H16 1.077
8 H 0.62167 0.12622 -2.74273  C1 1.093
9 H -0.35962 -1.02582 -3.64621  C1 1.088
10 H 1.20331 -1.54354 -2.98523  C1 1.096
11 H -1.84577 -2.63352 -1.90304  C3 1.026
12 H -2.73085 -2.02783 0.26357  N4 0.957
13 H -1.29096 -0.03417 1.49057  C5 1.124
14 H 0.88519 1.65889 -0.80059  C7 1.038
15 H 1.35071 0.67972 0.73130  C7 1.163
16 H 1.93786 0.21178 -0.87223  C7 1.077
17 H 1.33549 3.23062 6.29529  O19 0.901
18 H 1.19844 3.00078 4.82149  O19 1.020
19 O 1.81011 3.38021 5.54477  H17 0.901, H18 1.020

Its SMILES is Cc1c[nH]cc1C.O. The energy relative to the best compared isomer or geometry (same formula, charge and spin) is 217.4 kJ/mol. The value obtained for the strongest force on any atom is 5.7 eV/A. As for the electronic energy: -9936.20076 eV. The calculation puts the gap between HOMO and LUMO at 8.437 eV.